(1)
C44H112CdN7O16 | ωB97M-V/def2-TZVPD

The value obtained for the gap between HOMO and LUMO is 2.35 eV. For the calculated total energy, the calculation gives -3497.6429 hartree. The LUMO energy comes out at -7.759 eV. As for the total charge: +1. The maximum force comes out at 3.32 eV/A.

Cartesian coordinates (Å):
Cd 3.21 -23.76 -6.62
C 3.92 -19.62 -5.39
C 3.82 -20.51 -6.50
O 4.14 -21.90 -6.28
H 3.17 -19.89 -4.64
H 3.52 -18.68 -5.75
H 4.88 -19.36 -4.93
H 4.38 -20.14 -7.36
H 2.77 -20.43 -6.76
O 6.51 -22.99 -5.18
H 5.76 -22.43 -5.37
H 6.61 -22.94 -4.22
C 8.25 -26.48 -3.70
O 8.92 -25.85 -2.54
C 8.67 -24.47 -2.35
C 7.18 -24.23 -1.92
N 6.81 -22.93 -2.47
C 5.41 -22.58 -2.18
C 5.15 -21.10 -2.46
O 5.82 -20.45 -1.36
C 6.36 -19.16 -1.76
H 7.26 -26.12 -3.94
H 8.18 -27.56 -3.61
H 8.90 -26.40 -4.57
H 8.91 -23.96 -3.28
H 9.48 -24.12 -1.71
H 6.94 -24.32 -0.87
H 6.52 -25.00 -2.33
H 7.46 -22.22 -2.15
H 5.08 -22.73 -1.15
H 4.75 -23.08 -2.88
H 4.09 -20.86 -2.48
H 5.55 -20.83 -3.44
H 6.75 -18.84 -0.80
H 5.57 -18.46 -2.05
H 7.09 -19.12 -2.57
C 4.51 -17.25 1.36
O 4.38 -16.30 0.38
C 3.19 -16.52 -0.37
C 2.95 -15.44 -1.44
N 3.93 -15.35 -2.50
C 3.79 -16.44 -3.47
C 5.13 -16.48 -4.27
O 6.26 -16.33 -3.48
C 7.42 -16.65 -4.19
H 5.48 -17.08 1.82
H 4.62 -18.28 1.02
H 3.77 -17.21 2.15
H 2.35 -16.50 0.33
H 3.28 -17.45 -0.93
H 3.01 -14.49 -0.90
H 1.91 -15.49 -1.76
H 4.88 -15.52 -2.21
H 3.00 -16.24 -4.21
H 3.71 -17.44 -3.05
H 5.09 -15.68 -5.02
H 5.23 -17.43 -4.79
H 8.25 -16.63 -3.49
H 7.72 -16.06 -5.06
H 7.39 -17.71 -4.44
C 0.03 -17.69 -5.96
O -0.20 -17.54 -4.58
C 0.59 -18.41 -3.80
C -0.13 -18.81 -2.50
N -0.04 -17.64 -1.61
C -0.80 -17.78 -0.44
C -2.19 -17.12 -0.60
O -2.06 -15.68 -0.68
C -3.24 -14.93 -0.65
H 0.22 -18.68 -6.38
H 0.99 -17.18 -6.12
H -0.71 -17.06 -6.45
H 1.59 -17.98 -3.67
H 0.78 -19.31 -4.38
H 0.31 -19.72 -2.11
H -1.16 -19.00 -2.79
H -0.49 -16.95 -2.19
H -0.32 -17.18 0.33
H -0.84 -18.81 -0.10
H -2.92 -17.33 0.18
H -2.67 -17.52 -1.50
H -4.00 -15.14 -1.40
H -3.15 -13.85 -0.67
H -3.77 -15.14 0.29
C -3.84 -23.56 -9.82
O -2.99 -22.41 -9.58
C -2.39 -22.25 -8.28
C -1.38 -21.10 -8.21
N -0.24 -21.39 -9.17
C 0.73 -20.33 -9.22
C 1.99 -20.67 -10.12
O 1.61 -21.09 -11.38
C 2.69 -21.49 -12.26
H -4.80 -23.50 -9.31
H -3.39 -24.44 -9.35
H -4.01 -23.79 -10.87
H -1.97 -23.20 -7.94
H -3.15 -22.07 -7.52
H -0.88 -21.00 -7.25
H -1.90 -20.18 -8.50
H -0.54 -21.74 -10.06
H 1.06 -19.96 -8.25
H 0.12 -19.51 -9.60
H 2.51 -21.50 -9.65
H 2.58 -19.75 -10.17
H 3.22 -22.31 -11.78
H 3.35 -20.64 -12.44
H 2.43 -21.88 -13.25
C 9.50 -16.01 -9.42
O 8.07 -16.08 -9.01
C 7.50 -17.38 -8.93
C 6.15 -17.38 -8.18
N 5.10 -16.70 -8.85
C 3.77 -17.15 -8.38
C 2.65 -16.32 -9.15
O 1.43 -16.99 -9.06
C 0.43 -16.26 -9.79
H 9.60 -15.81 -10.48
H 10.11 -16.88 -9.18
H 9.93 -15.16 -8.88
H 8.15 -18.08 -8.40
H 7.39 -17.68 -9.97
H 6.21 -17.04 -7.14
H 5.84 -18.42 -8.20
H 5.12 -16.90 -9.84
H 3.76 -17.01 -7.30
H 3.59 -18.22 -8.55
H 2.87 -15.99 -10.16
H 2.65 -15.36 -8.64
H 0.57 -16.26 -10.87
H 0.35 -15.22 -9.45
H -0.48 -16.86 -9.69
C 6.52 -22.00 -9.30
O 7.47 -21.02 -9.69
C 8.79 -21.59 -9.79
C 9.88 -20.60 -10.35
N 9.62 -20.26 -11.71
C 10.75 -19.42 -12.08
C 10.64 -19.06 -13.60
O 9.39 -18.38 -13.78
C 9.29 -17.89 -15.14
H 5.63 -21.43 -9.06
H 6.75 -22.66 -8.47
H 6.38 -22.59 -10.21
H 8.82 -22.50 -10.39
H 9.07 -21.78 -8.75
H 10.87 -21.07 -10.33
H 9.85 -19.77 -9.64
H 8.84 -19.63 -11.80
H 11.73 -19.88 -11.98
H 10.80 -18.45 -11.57
H 10.82 -19.93 -14.23
H 11.39 -18.30 -13.80
H 9.48 -18.77 -15.74
H 9.99 -17.11 -15.45
H 8.27 -17.67 -15.45
C 12.27 -14.25 -0.62
O 12.53 -14.60 -1.92
C 11.82 -15.80 -2.32
C 11.94 -15.97 -3.83
N 11.15 -17.20 -4.18
C 10.84 -17.39 -5.60
C 10.46 -18.84 -5.89
O 9.02 -18.74 -6.08
C 8.23 -19.93 -5.96
H 11.20 -14.25 -0.39
H 12.65 -13.25 -0.41
H 12.75 -14.95 0.06
H 10.80 -15.84 -1.95
H 12.26 -16.66 -1.81
H 12.94 -15.99 -4.27
H 11.49 -15.07 -4.23
H 11.85 -17.89 -3.95
H 11.80 -17.31 -6.12
H 10.04 -16.71 -5.89
H 10.74 -19.53 -5.09
H 10.87 -19.17 -6.85
H 7.19 -19.74 -6.22
H 8.27 -20.17 -4.89
H 8.58 -20.84 -6.45

***

(2)
C44H112F6N7O20S2 | ωB97M-V/def2-TZVPD

The value obtained for the gap between HOMO and LUMO (spin up / spin down) is 7.81 / 3.27 eV. For the calculated total energy, the calculation gives -5024.6599 hartree. The LUMO energy (spin up / spin down) comes out at -11.257 / -15.794 eV. Its spin multiplicity is 2. As for the total charge: +6. The maximum force comes out at 4.32 eV/A.

Cartesian coordinates (Å):
C 3.60 10.33 -0.14
O 3.96 8.99 -0.48
C 4.17 8.12 0.59
C 4.24 6.63 0.03
N 2.89 6.33 -0.60
H 2.23 6.20 0.16
H 2.67 7.21 -1.04
C 2.70 5.26 -1.69
C 2.85 3.87 -1.15
O 2.05 3.71 0.06
C 2.12 2.35 0.46
H 2.63 10.28 0.36
H 3.40 10.81 -1.10
H 4.40 10.83 0.39
H 3.48 8.28 1.42
H 5.17 8.31 0.98
H 4.39 5.91 0.84
H 4.97 6.49 -0.77
H 3.49 5.37 -2.43
H 1.74 5.42 -2.18
H 3.88 3.55 -0.98
H 2.52 3.10 -1.85
H 1.98 1.56 -0.28
H 1.29 2.16 1.14
H 3.04 2.18 1.02
C 8.12 -2.70 1.41
O 7.10 -2.32 0.57
C 6.60 -3.40 -0.29
C 5.14 -3.26 -0.80
N 4.02 -3.30 0.28
H 3.13 -3.21 -0.18
H 4.07 -4.18 0.77
C 4.06 -2.25 1.40
C 2.77 -2.40 2.22
O 2.57 -3.83 2.38
C 1.39 -4.15 3.13
H 8.51 -1.86 1.97
H 8.91 -3.10 0.76
H 7.80 -3.37 2.20
H 6.75 -4.37 0.20
H 7.36 -3.43 -1.07
H 4.91 -4.07 -1.48
H 4.94 -2.38 -1.42
H 4.10 -1.26 0.95
H 4.97 -2.33 2.00
H 1.95 -1.88 1.72
H 3.01 -1.93 3.18
H 0.55 -4.18 2.43
H 1.10 -3.42 3.90
H 1.36 -5.15 3.56
C -1.36 3.13 9.19
O -1.29 3.23 7.83
C -0.39 4.22 7.38
C -0.60 4.40 5.80
N -0.52 3.03 5.01
H 0.35 2.56 5.21
H -1.28 2.42 5.29
C -0.72 3.20 3.50
C -1.55 2.02 2.90
O -2.65 1.73 3.84
C -3.60 0.80 3.27
H -2.08 2.43 9.62
H -1.60 4.04 9.74
H -0.38 2.75 9.48
H 0.60 4.07 7.81
H -0.61 5.18 7.83
H 0.10 5.15 5.45
H -1.63 4.72 5.66
H 0.24 3.42 3.03
H -1.45 4.00 3.34
H -1.01 1.08 2.78
H -1.97 2.22 1.92
H -3.15 -0.14 2.93
H -3.89 1.26 2.32
H -4.36 0.57 4.01
C 2.08 -5.33 -4.03
O 1.83 -4.20 -4.88
C 2.79 -4.16 -5.96
C 3.06 -2.78 -6.66
N 3.73 -1.74 -5.71
H 4.69 -2.00 -5.56
H 3.82 -0.91 -6.28
C 2.97 -1.26 -4.41
C 3.26 0.18 -4.19
O 4.67 0.46 -4.38
C 5.43 0.72 -3.22
H 1.29 -5.29 -3.29
H 3.06 -5.35 -3.55
H 2.04 -6.26 -4.61
H 2.55 -4.91 -6.71
H 3.77 -4.40 -5.55
H 2.17 -2.32 -7.08
H 3.83 -2.86 -7.43
H 3.42 -1.85 -3.62
H 1.93 -1.59 -4.37
H 3.00 0.35 -3.15
H 2.68 0.87 -4.80
H 6.39 1.11 -3.55
H 5.71 -0.19 -2.68
H 4.95 1.47 -2.60
C -1.15 4.93 -0.49
O -1.25 4.18 -1.68
C -1.25 2.77 -1.64
C -1.32 2.22 -3.08
N -2.56 2.82 -3.71
H -2.90 2.16 -4.40
H -3.34 3.01 -3.09
C -2.24 4.09 -4.57
C -3.52 4.79 -5.12
O -4.56 4.83 -4.15
C -5.70 5.51 -4.61
H -2.03 4.77 0.13
H -1.08 6.00 -0.70
H -0.24 4.63 0.01
H -2.07 2.37 -1.05
H -0.33 2.43 -1.16
H -1.46 1.14 -3.13
H -0.45 2.54 -3.65
H -1.51 3.91 -5.35
H -1.62 4.72 -3.93
H -3.83 4.19 -5.98
H -3.26 5.80 -5.43
H -5.70 6.59 -4.56
H -6.51 5.15 -3.97
H -5.97 5.21 -5.63
C -3.46 -7.95 8.12
O -3.88 -6.69 7.54
C -4.62 -5.72 8.32
C -4.60 -4.32 7.61
N -3.09 -4.01 7.32
H -2.54 -4.15 8.16
H -2.69 -4.75 6.76
C -2.82 -2.66 6.70
C -3.04 -2.82 5.11
O -2.27 -3.92 4.56
C -2.44 -3.96 3.10
H -4.27 -8.51 8.59
H -2.79 -7.61 8.91
H -2.94 -8.60 7.43
H -4.20 -5.61 9.32
H -5.64 -6.09 8.46
H -4.85 -3.53 8.32
H -5.17 -4.21 6.69
H -1.77 -2.44 6.90
H -3.38 -1.85 7.14
H -2.65 -1.85 4.80
H -4.10 -3.00 4.93
H -1.62 -4.49 2.60
H -2.47 -2.98 2.64
H -3.33 -4.50 2.77
C -2.38 -4.49 -8.04
O -2.34 -4.00 -6.74
C -1.10 -3.46 -6.32
C -1.13 -3.08 -4.75
N -2.39 -2.34 -4.45
H -2.41 -1.48 -4.98
H -3.27 -2.77 -4.72
C -2.54 -1.82 -2.97
C -3.52 -2.57 -2.05
O -3.29 -3.96 -2.05
C -2.09 -4.25 -1.35
H -3.40 -4.57 -8.40
H -1.85 -5.44 -8.11
H -1.96 -3.76 -8.73
H -0.94 -2.57 -6.93
H -0.22 -4.06 -6.55
H -0.34 -2.41 -4.42
H -1.24 -3.98 -4.14
H -2.96 -0.83 -3.17
H -1.56 -1.67 -2.52
H -4.54 -2.54 -2.45
H -3.55 -2.13 -1.06
H -1.88 -5.31 -1.52
H -2.28 -4.11 -0.29
H -1.17 -3.74 -1.62
C -0.34 -0.96 0.21
F 0.10 0.10 0.81
F -0.45 -1.94 1.15
F -1.51 -0.85 -0.37
S 1.01 -1.39 -1.10
O 2.30 -1.01 -0.59
O 0.97 -2.83 -1.24
O 0.59 -0.71 -2.30
C -5.26 0.58 -0.84
F -6.29 -0.13 -1.35
F -5.40 0.59 0.49
F -4.03 0.14 -1.10
S -5.53 2.32 -1.54
O -6.88 2.84 -1.21
O -4.50 3.10 -1.00
O -5.37 2.13 -3.00